Entry 1:
Density functional theory data (ωB97M-V/def2-TZVPD) for a molecular structure, C48H47N4O2P2RuS3Te at a distorted geometry.

As for the multiplicity: 2. The calculation puts the relative energy (zero: lowest compared OMol25 entry of this formula, charge and spin) at 36.1 kcal per mole. Its HOMO energy (alpha / beta) is -6.414 / -6.294 eV. The HOMO-LUMO gap (alpha / beta) is 6.1013 / 5.3972 eV. The expectation value of S² is 0.765.

The geometry in XYZ format:
```
108
C48H47N4O2P2RuS3Te | the Open Molecules 2025 dataset | ωB97M-V/def2-TZVPD
Te 0.523 3.597 -0.336
Ru -0.298 1.107 -0.441
S -1.312 5.883 1.366
S 5.436 -3.349 1.204
S -2.512 4.114 -0.730
P -0.127 -1.322 -0.390
P 1.805 0.428 0.058
O -0.444 1.317 -2.659
O -0.658 1.205 1.539
N -0.837 6.192 -1.203
N 1.578 -1.248 -0.187
N -2.315 0.901 -0.802
N -3.219 0.580 0.032
C 2.115 0.631 1.846
C -0.795 -2.561 -4.779
C 4.498 -3.650 2.718
C -1.389 -5.047 1.958
C -0.646 -2.811 0.494
C -1.843 1.001 3.496
C -0.367 -4.086 0.008
C -1.801 0.937 2.053
C -1.859 -2.465 -3.893
C 4.638 0.621 0.075
C 2.805 2.026 3.686
C 3.548 0.800 -2.051
C -0.734 -5.200 0.742
C -0.338 -1.832 -2.131
C 4.778 0.869 -2.684
C 2.311 1.096 4.588
C -1.684 -3.781 2.437
C -4.131 0.192 3.551
C -6.431 -0.677 2.266
C -6.399 -0.634 3.666
C -2.061 1.167 -4.464
C -1.200 5.150 -0.289
C 3.461 0.686 -0.666
C -2.941 0.645 4.201
C 3.375 -2.901 -0.669
C -4.359 0.704 -3.901
C -2.715 0.899 -2.155
C 0.725 -1.936 -3.022
C -1.314 -2.662 1.705
C -5.342 -0.293 1.524
C -0.164 7.173 0.851
C -5.257 -0.202 4.293
C 2.707 1.795 2.324
C 0.494 -2.295 -4.343
C -3.377 0.946 -4.851
C 2.491 -2.238 0.377
C 1.709 -0.063 4.120
C -0.586 7.477 -0.579
C -1.728 1.128 -3.119
C -1.632 -2.100 -2.578
C -2.997 0.561 1.372
C 5.944 0.818 -1.933
C 1.605 -0.287 2.758
C 4.287 -3.961 -0.064
C -4.160 0.154 2.144
C -4.030 0.690 -2.559
C 0.440 2.002 -3.556
C 5.870 0.689 -0.557
H 3.262 2.940 4.041
H 1.731 -1.724 -2.680
H -5.381 -0.334 0.447
H -0.933 1.337 3.975
H 2.745 -3.369 -1.433
H 3.656 -2.970 2.831
H 6.907 0.871 -2.422
H -4.780 0.531 -1.798
H -2.868 -2.663 -4.229
H -2.468 -2.013 -1.893
H 3.121 -1.739 1.117
H -7.326 -1.017 1.760
H -2.209 -3.661 3.375
H 5.185 -3.492 3.546
H 1.327 -2.373 -5.032
H -7.263 -0.935 4.241
H 4.148 -4.681 2.750
H -0.971 -2.842 -5.809
H -0.008 2.947 -3.866
H 0.861 6.798 0.887
H 4.826 0.957 -3.761
H 1.916 -3.004 0.910
H 2.388 1.278 5.651
H 0.127 -4.203 -0.949
H 4.913 -4.400 -0.841
H -0.257 8.037 1.505
H 1.303 -0.786 4.816
H 1.338 2.222 -2.995
H -1.488 8.105 -0.568
H -5.384 0.544 -4.204
H 2.643 0.805 -2.642
H 6.774 0.630 0.033
H -1.552 -1.668 2.067
H 4.602 0.501 1.148
H -1.475 6.213 -1.981
H -2.932 0.694 5.283
H -0.518 -6.190 0.364
H -1.313 1.358 -5.215
H 3.705 -4.774 0.377
H 3.082 2.538 1.631
H 1.101 -1.182 2.408
H 3.978 -2.138 -1.169
H -1.678 -5.921 2.526
H 0.660 1.368 -4.419
H 0.204 8.009 -1.114
H -5.206 -0.157 5.374
H -3.629 0.973 -5.902
```

---

Entry 2:
Density functional theory data (ωB97M-V/def2-TZVPD) for a molecular structure, C48H48AsCl5O2P2RhSSi2 at a distorted geometry.

As for the multiplicity: 5. The calculation puts the relative energy (zero: lowest compared OMol25 entry of this formula, charge and spin) at 84.8 kcal per mole. As for the total charge: +1. Its HOMO energy (alpha / beta) is -7.907 / -10.506 eV. The HOMO-LUMO gap (alpha / beta) is 5.1394 / 6.3130 eV. The expectation value of S² is 6.021.

The geometry in XYZ format:
```
110
C48H48AsCl5O2P2RhSSi2 | the Open Molecules 2025 dataset | ωB97M-V/def2-TZVPD
Rh 0.018 0.064 0.246
As -1.814 1.326 -1.006
Cl -1.414 -6.521 -4.100
Cl -1.905 -2.220 -0.776
Cl 2.898 -3.463 -2.854
Cl 1.576 -5.599 -4.582
Cl -3.136 -4.850 -2.066
S -1.298 -0.996 2.006
P 0.646 1.594 1.855
P 0.956 -2.277 -0.090
Si -1.498 3.208 -2.625
Si -4.113 0.575 -1.164
O -1.407 -3.701 -6.375
O -2.747 -1.365 2.094
C 5.248 -3.096 1.294
C 3.394 -1.619 1.280
C -4.968 -0.388 0.208
C 2.268 0.553 -1.392
C 3.225 2.273 1.093
C 2.946 1.147 -2.463
C 0.474 -3.368 -1.412
C 0.435 -0.024 -2.788
C -1.504 -0.443 4.655
C -0.440 -2.611 2.269
C 0.100 1.813 4.480
C 0.289 -3.247 1.323
C -0.906 -3.484 -1.580
C 3.041 1.445 3.367
C -1.472 5.662 1.420
C -5.326 2.039 -1.170
C -1.682 2.407 -4.397
C -2.776 4.558 -2.392
C 2.272 1.150 -3.684
C -1.039 0.155 5.824
C 3.193 -3.791 0.210
C 4.494 -4.042 0.656
C -0.087 3.183 1.603
C 0.758 -4.874 -3.335
C 4.588 2.217 1.201
C 4.657 -1.865 1.731
C -0.221 1.256 5.757
C -0.897 -0.098 3.460
C -1.479 -4.476 -2.347
C -0.133 5.544 1.067
C 4.425 1.522 3.498
C 0.177 3.820 -2.193
C 1.291 -3.987 -2.404
C -0.831 -3.372 3.377
C 0.968 0.158 -1.544
C -0.034 0.975 3.396
C -2.135 4.528 1.781
C -0.475 -4.716 3.441
C -4.276 -0.730 -2.565
C -1.466 3.339 1.890
C -0.636 -5.259 -3.216
C 0.256 -5.393 2.461
C 5.200 1.873 2.416
C 0.520 -4.592 1.360
C 0.603 4.378 1.266
C 2.666 -2.529 0.433
C 2.414 1.871 2.171
C 1.129 0.435 -3.896
H -1.993 6.564 1.237
H 0.494 4.591 -2.921
H -3.525 4.274 -1.658
H -2.403 -1.063 4.601
H -0.878 -3.778 -7.171
H 5.126 2.626 0.308
H -4.712 0.113 1.096
H -4.873 -0.216 -3.364
H 0.200 4.369 -1.227
H -1.224 -0.352 6.753
H -6.336 1.532 -1.252
H 4.855 1.260 4.507
H 2.444 1.043 4.226
H -6.053 -0.187 0.098
H 2.706 -4.485 -0.461
H -0.988 2.792 -5.103
H -1.143 -4.434 -5.735
H 1.092 3.207 -2.155
H -4.770 -1.459 0.403
H 2.783 0.325 -0.492
H 0.499 2.793 4.407
H -4.681 -1.715 -2.260
H -5.166 2.773 -2.009
H -3.297 4.789 -3.321
H -0.522 -0.519 -2.881
H 6.320 -3.272 1.414
H 0.635 -6.341 2.733
H -0.723 -5.233 4.401
H 0.712 0.411 -4.895
H 4.909 -4.966 0.329
H -3.294 -0.988 -2.925
H 2.754 2.500 0.113
H 0.363 6.427 0.529
H -1.477 1.373 -4.410
H 2.763 1.775 -4.468
H -1.447 -3.010 4.122
H 6.325 2.010 2.497
H 0.244 1.671 6.644
H -2.682 2.645 -4.789
H 0.875 -5.087 0.415
H -2.286 5.505 -2.022
H -2.003 2.403 2.207
H 3.013 -0.628 1.497
H 1.646 4.280 1.016
H 3.906 1.762 -2.293
H -3.223 4.496 1.942
H 5.226 -1.249 2.415
H -5.198 2.604 -0.270
```

---

Entry 3:
Density functional theory data (ωB97M-V/def2-TZVPD) for a molecular structure, C48H48IIrN13OPS at a distorted geometry.

As for the multiplicity: 2. The calculation puts the relative energy (zero: lowest compared OMol25 entry of this formula, charge and spin) at 0.0 kcal per mole. As for the total charge: +3. Its HOMO energy (alpha / beta) is -14.034 / -14.033 eV. The HOMO-LUMO gap (alpha / beta) is 6.3243 / 5.1089 eV. The expectation value of S² is 0.755.

The geometry in XYZ format:
```
114
C48H48IIrN13OPS | the Open Molecules 2025 dataset | ωB97M-V/def2-TZVPD
Ir 1.278 -1.077 0.218
I 3.077 -5.558 -3.683
S 1.421 -2.066 -4.491
P -2.220 -1.102 -0.376
O 1.056 -1.546 -3.118
N 3.398 -0.919 0.246
N 5.120 0.303 -0.842
N 7.299 -0.297 -0.452
N 1.610 -2.948 -0.676
N 0.531 -3.729 -0.888
N -0.082 5.272 3.508
N 1.189 -2.131 2.027
N 0.903 0.598 1.440
N 5.667 -1.554 0.536
N 1.606 0.298 -1.250
N -0.666 -1.292 0.003
N 4.041 -2.793 1.496
N -1.689 3.897 4.227
C -4.419 -2.777 -0.353
C 2.847 0.801 -1.323
C 1.304 -2.530 4.599
C 1.240 -2.307 3.159
C 2.121 2.554 -2.757
C -1.936 5.164 4.701
C -2.915 2.708 0.842
C 3.320 -0.589 -5.799
C -0.582 3.996 3.534
C -3.307 -4.535 1.501
C -2.988 5.632 5.501
C 1.176 2.881 2.105
C 3.877 0.046 -0.578
C -2.453 -0.943 -2.150
C 3.198 -1.685 -4.738
C -0.697 1.637 2.888
C -4.591 -4.747 1.016
C 3.146 1.925 -2.068
C 0.849 2.006 -2.711
C 2.038 0.230 -5.712
C 6.017 -0.523 -0.230
C -0.223 0.562 2.189
C 4.376 -1.740 0.751
C -3.346 0.202 -4.070
C -0.960 7.412 4.548
C -0.056 -2.305 5.274
C -0.012 2.856 2.839
C -0.939 6.047 4.257
C -2.009 7.850 5.321
C 0.628 0.866 -1.961
C -3.010 6.972 5.795
C -4.450 1.296 2.046
C -3.947 0.180 1.388
C -3.130 -2.558 0.135
C -3.937 2.555 1.774
C 2.531 -3.376 -1.543
C 0.770 -4.660 -1.814
C -1.962 -1.953 -2.980
C 0.925 -0.805 -5.699
C -5.146 -3.870 0.091
C -2.577 -3.439 1.063
C 2.064 -4.469 -2.264
C 1.587 1.753 1.430
C -2.406 1.601 0.189
C -2.176 -1.887 -4.346
C -2.926 0.328 0.450
C -2.865 -0.809 -4.890
C -3.142 0.140 -2.699
H 4.166 2.278 -2.093
H 4.792 -3.387 1.810
H -6.146 -4.041 -0.284
H 0.761 5.594 3.065
H -3.736 4.951 5.883
H 0.034 -5.404 -2.075
H -2.070 8.898 5.582
H -4.352 -0.799 1.609
H -1.613 1.564 3.458
H -3.897 1.030 -4.494
H 3.710 -2.608 -5.005
H -0.452 -1.317 5.043
H 2.516 1.773 0.881
H 1.800 3.762 2.053
H -5.245 1.178 2.769
H 3.535 -1.358 -3.752
H 2.319 3.444 -3.339
H -0.777 -3.059 4.965
H -5.162 -5.599 1.359
H -1.427 -2.795 -2.562
H -0.059 -0.446 -5.399
H 3.501 -2.910 -1.603
H -0.326 0.365 -1.942
H -4.854 -2.100 -1.079
H 0.029 2.443 -3.265
H 2.062 -1.847 4.990
H 4.215 0.013 -5.645
H -1.603 1.729 -0.527
H 7.583 0.483 -1.022
H 1.932 0.939 -6.532
H -2.881 -5.222 2.219
H 0.842 -1.316 -6.661
H 3.088 -3.084 1.603
H -0.305 -3.568 -0.342
H 7.995 -0.878 -0.013
H -3.805 7.374 6.408
H -2.516 3.692 0.632
H 2.018 0.791 -4.774
H 0.073 -2.375 6.351
H -4.331 3.421 2.290
H -0.202 8.093 4.185
H -0.753 -0.377 2.215
H -1.578 -3.258 1.450
H -1.814 -2.680 -4.987
H 3.399 -1.044 -6.788
H -3.546 0.917 -2.063
H -3.037 -0.764 -5.958
H 1.670 -3.546 4.760
```